C39H30As2F3FeN4O3SSe as an isolated structure in a non-equilibrium geometry. Source: the OMol25 dataset; level of theory: ωB97M-V/def2-TZVPD.

Element x y z (Å)
Fe (0.13387, 1.15285, 0.20110)
Se (5.74563, 1.40929, 5.52840)
N (3.96450, 1.24166, 5.62566)
C (3.50205, 1.18818, 4.41678)
C (2.09975, 1.18422, 4.07160)
C (1.09051, 1.32140, 5.02774)
C (-0.23627, 1.30836, 4.65211)
C (-0.49987, 1.20189, 3.28113)
N (0.45724, 1.14029, 2.33697)
C (1.74790, 1.13135, 2.71195)
C (2.74964, 1.18225, 1.66026)
N (2.34381, 1.16290, 0.38359)
C (3.24346, 1.28681, -0.57942)
C (4.58818, 1.50001, -0.34566)
C (5.03495, 1.49470, 0.96493)
C (4.09744, 1.21825, 1.96063)
C (4.48511, 1.22165, 3.37269)
N (5.75377, 1.28281, 3.73384)
H (1.37442, 1.39634, 6.05736)
H (-1.03998, 1.42155, 5.35074)
H (-1.50560, 1.28554, 2.90945)
H (2.84194, 1.24302, -1.57019)
H (5.30114, 1.63526, -1.17868)
H (6.04549, 1.73616, 1.28403)
C (0.82883, -2.00270, -0.90663)
C (0.16913, -1.65553, -2.20697)
As (-0.38059, 0.25165, -2.21146)
C (-2.28629, 0.24385, -2.55471)
C (-3.11257, 1.17419, -1.93152)
C (-4.49116, 1.13325, -2.07578)
C (-5.05628, 0.22786, -2.93761)
C (-4.25425, -0.63326, -3.64499)
C (-2.89186, -0.63122, -3.46358)
C (0.39302, 0.84497, -3.84565)
C (-0.40307, 1.48540, -4.78578)
C (0.06418, 1.66990, -6.07316)
C (1.34602, 1.24135, -6.44236)
C (2.18549, 0.68455, -5.49059)
C (1.68405, 0.49326, -4.19203)
As (-0.41767, -1.54753, 0.48192)
C (0.28428, -2.26105, 2.17647)
C (1.64939, -2.37103, 2.49746)
C (2.06098, -2.73332, 3.77454)
C (1.13398, -2.99128, 4.75674)
C (-0.21311, -2.85511, 4.50545)
C (-0.61761, -2.46866, 3.22592)
C (-1.87253, -2.70215, -0.05557)
C (-3.14908, -2.19745, -0.30625)
C (-4.12870, -3.08988, -0.70694)
C (-3.82133, -4.42915, -0.88550)
C (-2.52954, -4.89958, -0.69061)
C (-1.56031, -4.01807, -0.24449)
H (1.70527, -1.38960, -0.71260)
H (1.12136, -3.03823, -0.81565)
H (-0.70609, -2.30508, -2.35407)
H (0.84956, -1.79842, -3.02581)
H (-2.67607, 1.88190, -1.24386)
H (-5.09660, 1.82805, -1.53722)
H (-6.15208, 0.26510, -3.05700)
H (-4.72960, -1.36223, -4.24639)
H (-2.29820, -1.34827, -3.98341)
H (-1.43558, 1.80390, -4.60527)
H (-0.54940, 2.24902, -6.78168)
H (1.69668, 1.39847, -7.44533)
H (3.18250, 0.34018, -5.69361)
H (2.29279, -0.00111, -3.43586)
H (2.41432, -2.24189, 1.73891)
H (3.12318, -2.79014, 4.00165)
H (1.45581, -3.26199, 5.77323)
H (-0.92666, -3.07959, 5.27204)
H (-1.68849, -2.34156, 3.08616)
H (-3.41500, -1.16394, -0.20455)
H (-5.14555, -2.81179, -0.91985)
H (-4.61963, -5.09883, -1.21508)
H (-2.29401, -5.95404, -0.85552)
H (-0.53948, -4.34988, -0.10328)
F (-0.99151, 6.43807, 0.11578)
C (-1.68527, 5.28518, 0.21055)
F (-2.78613, 5.46257, 0.93571)
F (-1.97078, 4.88911, -1.02773)
S (-0.64973, 4.01186, 1.04603)
O (-1.08341, 2.73840, 0.34773)
O (-1.04499, 4.08253, 2.42882)
O (0.71033, 4.35221, 0.68385)

Results
Spin multiplicity ... 5
HOMO-LUMO gap (spin up / spin down) ... 7.4 / 7.9 eV
Relative energy (zero: lowest compared OMol25 entry of this formula, charge and spin) ... 0.0 kcal/mol
Net charge ... +1

C39H30BrCl2CsF10N6O2S as an isolated structure. Source: the OMol25 dataset; level of theory: ωB97M-V/def2-TZVPD.

Element x y z (Å)
Cs (0.73511, -0.04100, -1.11003)
C (2.25798, -1.70151, 3.90492)
N (2.50620, -0.53013, 3.09672)
C (3.66756, -0.69448, 2.22510)
C (4.14366, 0.62020, 1.59122)
N (3.74474, 0.76614, 0.19408)
C (4.15795, 1.86075, -0.41754)
C (4.88603, 2.99508, 0.07868)
F (5.26042, 3.08796, 1.38689)
C (5.24866, 4.07755, -0.69842)
F (5.92789, 5.09351, -0.12541)
C (4.93434, 4.16181, -2.03954)
F (5.29077, 5.23785, -2.78690)
C (4.23487, 3.09366, -2.58768)
F (3.91526, 3.11949, -3.89900)
C (3.88182, 2.01508, -1.81997)
F (3.23374, 0.99941, -2.44303)
C (1.32976, -0.11552, 2.33822)
C (0.58248, 1.09928, 2.87590)
N (-0.26742, 1.56031, 1.79196)
C (-1.06886, 2.58367, 1.99260)
C (-1.39166, 3.31050, 3.18489)
F (-0.80686, 2.99166, 4.37532)
C (-2.30616, 4.34580, 3.23108)
F (-2.55479, 4.95125, 4.41328)
C (-2.97958, 4.77622, 2.10513)
F (-3.88449, 5.78904, 2.15800)
C (-2.68870, 4.13168, 0.90680)
F (-3.30823, 4.54230, -0.21855)
C (-1.78227, 3.10788, 0.85835)
F (-1.53641, 2.54952, -0.34662)
H (3.12823, -1.91751, 4.53061)
H (2.03139, -2.60222, 3.30619)
H (1.40565, -1.51633, 4.56174)
H (3.47267, -1.41379, 1.41247)
H (4.47075, -1.11255, 2.84077)
H (5.23769, 0.65889, 1.68583)
H (3.75109, 1.42507, 2.22467)
H (0.61897, -0.94715, 2.20298)
H (1.65453, 0.15338, 1.33608)
H (1.33039, 1.84656, 3.17532)
H (0.02782, 0.82656, 3.78561)
C (-5.90472, 0.89436, 2.70581)
C (-5.08031, 0.30705, 1.59199)
C (-3.69019, 0.37642, 1.63671)
C (-2.90753, -0.10831, 0.60164)
C (-3.52778, -0.68199, -0.50477)
C (-4.90780, -0.77771, -0.55844)
C (-5.67785, -0.28127, 0.48529)
S (-2.53738, -1.28708, -1.86067)
O (-3.45022, -1.98361, -2.75428)
O (-1.86160, -0.12301, -2.41640)
N (-1.40291, -2.15398, -1.20778)
C (-1.61236, -3.33767, -0.58017)
C (-2.80237, -4.05112, -0.48166)
C (-2.86234, -5.28142, 0.19640)
C (-1.76446, -5.84559, 0.78351)
C (-0.52544, -5.16078, 0.71804)
C (0.65811, -5.67128, 1.29772)
C (1.81848, -4.96130, 1.20404)
C (1.79307, -3.72182, 0.52929)
N (0.71919, -3.21506, -0.01596)
C (-0.44073, -3.91361, 0.05687)
H (-5.48354, 0.64394, 3.68076)
H (-6.93347, 0.53311, 2.66942)
H (-5.92337, 1.98440, 2.63352)
H (-3.19676, 0.83586, 2.48679)
H (-1.83080, -0.00436, 0.68048)
H (-5.36451, -1.24013, -1.42397)
H (-6.75985, -0.35006, 0.43515)
H (-3.69160, -3.66562, -0.96012)
H (-3.81762, -5.79386, 0.24069)
H (-1.81721, -6.79792, 1.29867)
H (0.62200, -6.62638, 1.81142)
H (2.74644, -5.31438, 1.63564)
H (2.70514, -3.14203, 0.44300)
Cl (3.44599, -2.01295, -2.16258)
C (3.26704, -3.10545, -3.53041)
Cl (2.18912, -4.47401, -3.17453)
H (4.24018, -3.50541, -3.78867)
H (2.82765, -2.55350, -4.35306)
Br (0.14236, -1.37472, -5.16478)
C (-0.06414, 0.51856, -5.02415)
C (-0.91853, 1.16765, -5.90121)
C (-1.05409, 2.53322, -5.74731)
C (-0.34756, 3.18019, -4.74503)
C (0.47497, 2.42511, -3.92675)
N (0.61448, 1.10709, -4.07236)
H (-1.46380, 0.61495, -6.65178)
H (-1.71882, 3.08921, -6.39671)
H (-0.44621, 4.24487, -4.58635)
H (1.03068, 2.87553, -3.11164)

Results
HOMO-LUMO gap ... 5.1 eV
Relative energy (zero: lowest compared OMol25 entry of this formula, charge and spin) ... 7.8 kcal/mol
Net charge ... -2

C39H30CrN3OP2S3SeTe as an isolated structure. Source: the OMol25 dataset; level of theory: ωB97M-V/def2-TZVPD.

Element x y z (Å)
Cr (0.44968, 1.54716, -1.38575)
S (2.78456, 0.70442, -1.66018)
P (2.13893, -0.19493, 0.07658)
C (0.48286, -0.11444, 0.05711)
P (-0.67223, -1.31601, 0.36278)
S (-1.78586, -2.14473, -1.08778)
C (-1.84285, -0.66630, 1.63076)
C (-1.37106, -0.06465, 2.79403)
C (-2.24011, 0.47652, 3.72328)
C (-3.60881, 0.43901, 3.49242)
C (-4.09172, -0.14312, 2.33082)
C (-3.21439, -0.69548, 1.40882)
C (0.08237, -2.80202, 1.17023)
C (-0.04588, -3.10919, 2.51630)
C (0.44263, -4.31024, 3.02551)
C (1.06424, -5.21975, 2.18943)
C (1.19519, -4.92265, 0.83566)
C (0.70618, -3.73391, 0.33746)
C (3.06714, -1.78816, 0.24666)
C (3.28183, -2.35371, 1.50253)
C (4.00413, -3.52416, 1.63791)
C (4.53244, -4.14830, 0.51376)
C (4.32555, -3.59397, -0.73978)
C (3.59507, -2.41906, -0.87020)
C (2.98483, 0.67208, 1.45155)
C (4.36341, 0.86160, 1.44019)
C (4.99484, 1.46826, 2.50975)
C (4.25194, 1.89598, 3.60762)
C (2.87876, 1.71970, 3.61852)
C (2.25187, 1.10789, 2.54074)
H (-0.30338, -0.00154, 2.96359)
H (-1.84803, 0.96601, 4.60407)
H (-4.29235, 0.88689, 4.20304)
H (-5.15528, -0.15288, 2.12796)
H (-3.57802, -1.13705, 0.48934)
H (-0.54567, -2.41986, 3.18479)
H (0.32482, -4.52915, 4.07968)
H (1.44275, -6.15520, 2.58312)
H (1.68280, -5.62164, 0.16894)
H (0.77489, -3.51861, -0.72224)
H (2.88575, -1.86718, 2.38650)
H (4.14893, -3.95463, 2.62062)
H (5.10014, -5.06477, 0.61787)
H (4.73549, -4.07132, -1.62132)
H (3.43720, -1.97420, -1.84593)
H (4.94277, 0.54661, 0.57711)
H (6.06750, 1.61914, 2.48660)
H (4.74526, 2.38238, 4.43991)
H (2.28081, 2.08277, 4.44358)
H (1.17387, 1.02367, 2.51284)
O (-1.34628, 2.17292, -1.04106)
C (-2.53116, 1.78142, -1.38278)
C (-3.63726, 2.29922, -0.66570)
C (-4.92505, 1.95342, -0.98940)
C (-5.18984, 1.07064, -2.04231)
C (-4.12100, 0.54445, -2.73948)
C (-2.80325, 0.87991, -2.43426)
C (-1.69260, 0.24716, -3.14305)
N (-0.40661, 0.33684, -2.86765)
C (0.25944, -0.46285, -3.76279)
C (-0.63561, -1.04680, -4.59387)
N (-1.86947, -0.57332, -4.20565)
H (-3.40997, 2.95959, 0.16034)
H (-5.74497, 2.36506, -0.41222)
H (-6.20274, 0.78581, -2.28951)
H (-4.33261, -0.17056, -3.52601)
H (1.33059, -0.54327, -3.72896)
H (-0.51453, -1.73347, -5.40740)
H (-2.76125, -0.85592, -4.57053)
Te (1.28797, 3.19018, -3.44208)
C (-0.40644, 4.36554, -3.80613)
C (-1.43597, 4.66578, -2.95604)
C (-2.41738, 5.51484, -3.53929)
C (-2.12811, 5.85598, -4.82572)
S (-0.66069, 5.12460, -5.32735)
H (-1.47650, 4.27863, -1.94917)
H (-3.29924, 5.85488, -3.01758)
H (-2.69939, 6.47963, -5.48885)
Se (1.19777, 3.48638, 0.16378)
C (0.09131, 3.28747, 1.64634)
N (-0.54491, 3.21855, 2.60758)

Results
Spin multiplicity ... 4
HOMO-LUMO gap (spin up / spin down) ... 5.7 / 5.7 eV
Relative energy (zero: lowest compared OMol25 entry of this formula, charge and spin) ... 5.7 kcal/mol
Net charge ... -2

C39H31AsN4ORhS as an isolated structure in a non-equilibrium geometry. Source: the OMol25 dataset; level of theory: ωB97M-V/def2-TZVPD.

Element x y z (Å)
Rh (-0.24880, -0.55890, -0.07890)
C (0.75960, 3.37930, 1.72310)
C (0.30150, 1.97000, 1.53240)
N (-0.43860, 1.59530, 0.53810)
N (-1.01490, 2.38260, -0.31090)
C (-1.74800, 1.80330, -1.26820)
O (-1.80850, 0.56470, -1.42830)
C (-2.48870, 2.79180, -2.08540)
C (-2.54770, 2.70880, -3.47210)
C (-3.20050, 3.69100, -4.19630)
C (-3.82030, 4.74660, -3.54810)
C (-3.76740, 4.83110, -2.16520)
C (-3.09570, 3.86750, -1.43700)
C (0.49680, 0.95470, 2.54440)
C (1.04950, 1.23430, 3.79730)
C (1.00170, 0.27420, 4.78660)
C (0.38820, -0.93990, 4.51200)
C (-0.09920, -1.16280, 3.23340)
N (-0.02950, -0.25620, 2.27120)
H (0.44660, 3.97440, 0.87010)
H (1.84480, 3.41470, 1.80090)
H (0.32800, 3.80000, 2.63000)
H (-2.05050, 1.90160, -3.98670)
H (-3.23270, 3.62240, -5.27250)
H (-4.34100, 5.50420, -4.11500)
H (-4.25510, 5.64540, -1.65120)
H (-3.04560, 3.93800, -0.36150)
H (1.49260, 2.19740, 3.98460)
H (1.41400, 0.47780, 5.76230)
H (0.29530, -1.70460, 5.26620)
H (-0.58690, -2.09960, 2.97970)
S (0.42550, -3.21470, -2.31840)
C (1.98440, -3.81790, -1.90490)
C (2.67950, -4.64650, -2.79470)
C (3.90840, -5.16660, -2.44350)
C (4.46840, -4.84770, -1.21220)
C (3.79180, -4.01840, -0.32780)
C (2.54410, -3.51190, -0.64850)
As (1.46050, -2.42830, 0.55370)
C (2.52120, -2.53590, 2.20130)
C (2.17080, -3.27720, 3.32320)
C (2.95740, -3.22750, 4.46280)
C (4.09250, -2.43570, 4.49780)
C (4.44820, -1.69120, 3.38430)
C (3.66200, -1.73590, 2.24710)
C (-0.01820, -3.66210, 0.81690)
C (-1.29980, -3.17760, 0.56500)
C (-2.40260, -4.00290, 0.66180)
C (-2.22340, -5.32940, 1.03230)
C (-0.95210, -5.82350, 1.27600)
C (0.15440, -4.99760, 1.15820)
H (2.22930, -4.88190, -3.74680)
H (4.43030, -5.82880, -3.11850)
H (5.42660, -5.25430, -0.92960)
H (4.23640, -3.78350, 0.63170)
H (1.27790, -3.89240, 3.31680)
H (2.67570, -3.80790, 5.32830)
H (4.69840, -2.39490, 5.39070)
H (5.33290, -1.07290, 3.40590)
H (3.91780, -1.14380, 1.37050)
H (-1.41610, -2.09820, 0.26670)
H (-3.39480, -3.63200, 0.45210)
H (-3.07970, -5.98050, 1.12700)
H (-0.82070, -6.86050, 1.54890)
H (1.15760, -5.38200, 1.32190)
N (1.03080, 0.02620, -1.68380)
C (0.76280, -0.25100, -2.77930)
C (0.41190, -0.50440, -4.11210)
C (-0.94790, -0.48690, -4.44720)
C (-1.32470, -0.64130, -5.76600)
C (-0.36340, -0.82650, -6.74910)
C (0.98040, -0.88920, -6.40910)
C (1.37830, -0.73050, -5.09660)
H (-1.68340, -0.36460, -3.66590)
H (-2.37210, -0.61280, -6.02450)
H (-0.66360, -0.92980, -7.78090)
H (1.72470, -1.05500, -7.17220)
H (2.42180, -0.78200, -4.82620)

Results
Spin multiplicity ... 5
HOMO-LUMO gap (spin up / spin down) ... 7.5 / 5.2 eV
Relative energy (zero: lowest compared OMol25 entry of this formula, charge and spin) ... 40.3 kcal/mol
Net charge ... +1